# 1
Here is a cluster of 2 separate species, CH7N2O in total in a non-equilibrium geometry from the OMol25 dataset. Energies are from wB97M-V/def2-TZVPD.

Structure (XYZ):
```
11
Properties=species:S:1:pos:R:3:mulliken_charge:R:1
O -1.7238 -0.3249 1.6930 -0.665
N 2.1584 0.6781 -1.0043 -0.430
N -0.2249 0.3082 -0.5331 -0.316
C 1.1955 -0.0872 -0.8934 -0.040
H -2.0342 0.3806 2.2682 0.320
H -0.2243 1.3100 -0.7495 0.376
H 1.2836 -1.1794 -0.7616 0.356
H -0.9116 -0.1683 -1.1159 0.357
H 2.9289 0.1654 -1.4346 0.337
H -2.0977 -1.1393 2.0654 0.322
H -0.3498 0.0568 0.4658 0.382
```

Calculated values
Charge = +1
Spin multiplicity = 1
HOMO level = -15.870 eV

***

# 2
Here is a structure of composition C4H7NO2 from the OMol25 dataset. Energies are from wB97M-V/def2-TZVPD.

Structure (XYZ):
```
14
Properties=species:S:1:pos:R:3:mulliken_charge:R:1
O -0.9433 -1.1921 1.3604 -0.505
O 2.8695 0.4736 0.3740 -0.535
N 0.0482 1.1814 0.2494 -0.025
C -1.1984 0.7944 -0.1151 -0.547
C -0.7492 -0.6842 0.0679 0.101
C 0.6250 -0.0212 -0.0713 -0.084
C 2.0185 -0.3586 0.1075 -0.163
H -0.7492 0.5421 -1.6736 0.094
H -2.1149 1.3206 0.1336 0.361
H 2.2750 -1.4234 -0.0604 0.290
H 0.4853 2.0949 0.2857 0.246
H -1.0531 -1.3917 -0.7106 0.387
H 0.0701 0.1538 -1.7101 0.056
H -1.8747 -1.4306 1.4448 0.325
```

Calculated values
Spin multiplicity = 1
HOMO level = -8.429 eV

***

# 3
Here is a cluster of 11 separate species, C54H99F12N18P2 in total in a non-equilibrium geometry from the OMol25 dataset. Energies are from wB97M-V/def2-TZVPD.

Structure (XYZ):
```
185
Properties=species:S:1:pos:R:3:mulliken_charge:R:1
P 0.5258 0.3785 -0.9794 1.889
P -1.1913 5.7424 2.2690 1.308
F 0.3488 6.0472 2.7443 -0.383
F -2.7022 5.4571 1.8265 -0.390
F -1.4087 5.2093 3.8240 -0.396
F -1.6425 7.1710 2.8052 -0.356
F 0.3693 1.5647 -2.0835 -0.514
F -0.8361 6.2697 0.7867 -0.275
F 1.9097 1.0510 -0.4561 -0.465
F -0.8425 -0.3035 -1.5791 -0.378
F 1.2879 -0.5685 -2.0480 -0.411
F -0.3964 1.2314 0.0336 -0.359
F -0.7531 4.2300 1.7861 -0.410
F 0.6735 -0.6820 0.2464 -0.477
N 3.3762 5.1394 0.3094 0.538
N 4.9650 -1.0258 -3.4153 0.497
N 4.5285 -0.2443 2.3840 0.231
N -0.7558 2.8217 5.9134 0.321
N -2.6191 3.4051 -2.1220 0.320
N 6.3649 -1.3043 1.9481 0.203
N -1.5281 5.2543 -2.3233 0.300
N -1.0641 -2.6512 6.8894 0.133
N -2.3190 1.6759 4.9524 0.533
N 3.3443 6.8976 1.5640 0.240
N -1.6169 -6.8665 -3.7798 0.130
N -8.7035 -4.6348 -3.0736 0.113
N 1.0363 1.6216 -4.8717 0.327
N -2.5624 -3.6807 8.0495 0.121
N 6.2421 0.6619 -3.7926 0.163
N -6.7233 -3.8058 -3.4135 0.213
N -0.5844 -5.6341 -2.3316 0.296
N 0.2565 -0.3081 -5.4445 0.438
C -2.2599 1.2667 6.2920 -0.396
C 6.6908 0.0012 2.1994 -0.616
C -8.8820 -3.4362 -3.7324 -0.490
C -0.6898 -1.2915 -5.9940 -0.913
C -5.2800 -3.5923 -3.2515 -0.965
C -4.1481 -5.5755 8.0336 -1.058
C 5.9876 -0.5882 -4.1434 -0.163
C -7.4124 -4.8671 -2.9708 -0.159
C 0.3387 3.7723 6.0843 -0.731
C -0.8052 6.4795 -1.9743 -0.930
C 0.6094 -5.1265 -1.6143 -1.024
C -3.2625 1.2328 3.9224 -0.413
C -3.8863 -4.1673 8.5087 -0.568
C -0.4440 -6.4111 -3.3989 -0.160
C 3.8629 6.1824 -0.4633 -0.492
C 3.7956 7.2770 0.3251 -0.612
C 0.6191 6.3032 -1.5539 -0.623
C -1.0053 -2.3580 -4.9691 -0.657
C -2.6366 3.7666 -3.4580 -0.755
C 8.1462 -2.0678 0.3771 -1.010
C -0.0569 0.8821 -4.9567 -0.347
C 2.1145 0.8020 -5.1252 -0.800
C 5.0450 -1.4200 2.0626 0.012
C 7.2428 1.5227 -4.4406 -0.822
C 1.8900 8.7614 2.3513 -1.018
C 0.9354 -3.6320 -1.4625 -0.313
C -2.5859 -6.3192 -2.9757 -0.636
C -7.6479 -2.9421 -3.9593 -0.309
C 3.4820 3.7470 -0.1110 -0.946
C -0.4105 -3.4353 7.8092 -0.343
C 4.2864 -2.3136 -3.5281 0.026
C -4.6970 1.5964 4.2921 -1.170
C -1.4005 2.6229 4.7698 0.080
C -9.3811 -6.4284 -1.4395 -1.364
C 3.1401 5.5924 1.5373 -0.024
C 5.3430 1.0393 -2.8146 -0.979
C 4.4504 -3.1167 -2.2475 -1.056
C -2.3822 -2.7869 7.0959 -0.032
C 5.5535 0.6909 2.4389 -0.468
C 7.3487 -2.3659 1.6426 -0.410
C -3.0231 2.0415 -1.8150 -0.666
C -1.7982 -7.8383 -4.8694 -0.796
C 3.0320 7.7899 2.6817 -0.470
C -1.2611 1.9780 6.8676 -0.849
C -0.4046 -1.7033 5.9934 -0.892
C -1.3413 -4.0998 8.5318 -0.455
C -2.0384 4.9617 -3.5674 -0.467
C -9.7968 -5.4664 -2.5211 -0.204
C 1.6348 -0.3976 -5.5044 -0.646
C 4.5165 -0.0109 -2.5993 -0.265
C 3.0927 0.0473 2.6320 -0.854
C -1.9438 -5.5709 -2.0264 -0.327
C -1.9007 4.3159 -1.4519 -0.053
C 1.0502 3.0123 -4.3950 -0.493
H 2.0874 -1.2576 -5.9673 0.668
H -0.1116 -2.8410 -4.5728 0.114
H -1.8723 -7.3089 -5.8210 0.354
H -4.6243 -3.4586 8.1251 0.304
H -2.9443 1.8409 -0.7514 0.162
H -5.0896 -2.6267 -2.7949 0.445
H 2.5809 -0.9098 2.6676 0.308
H -7.3421 -1.9953 -4.3713 0.431
H 1.8540 3.1170 -3.6736 0.301
H 3.9159 8.3146 0.0577 0.462
H 4.6642 -2.8956 -4.3719 0.550
H 3.0755 0.5600 3.5883 0.428
H -10.2424 -6.8943 -0.9716 0.353
H -1.3801 7.0288 -1.2297 0.294
H 3.0695 1.2825 -4.9958 0.717
H 6.9666 2.5684 -4.3563 0.338
H -1.4933 -1.9036 -4.0974 0.228
H -9.8383 -3.0109 -3.9847 0.462
H 1.4983 9.1916 3.2668 0.363
H -10.6061 -4.8126 -2.1956 0.410
H 3.9155 8.3468 2.9855 0.430
H -3.9482 -4.0027 9.5843 0.384
H 1.8662 -3.4979 -0.9189 0.234
H 0.5337 -2.1333 5.6534 0.378
H -1.8430 5.6212 -4.3958 0.497
H 0.5160 -6.6287 -3.8377 0.383
H 4.0782 -2.5628 -1.3807 0.169
H 0.1789 -3.0653 -0.9194 0.460
H -2.4527 1.3759 -2.4525 0.207
H -4.8948 -4.3774 -2.6058 0.125
H -3.1862 -2.3169 6.5577 0.412
H 2.2798 9.5283 1.6790 0.438
H 3.8839 -4.0446 -2.3161 0.330
H -1.3176 -4.7617 9.3812 0.482
H -0.9120 -8.4600 -4.9616 0.333
H 0.8089 3.9577 5.1224 0.208
H -4.8926 2.6617 4.2113 0.343
H -0.8076 1.8880 7.8403 0.494
H -7.0228 -5.7241 -2.4482 0.392
H 7.2310 1.3371 -5.5168 0.374
H -1.7282 -3.0974 -5.3124 0.536
H 2.6830 3.5354 -0.8198 0.368
H -4.0880 1.9054 -2.0175 0.366
H -0.0152 4.7430 6.4334 0.313
H 5.3957 2.0363 -2.4164 0.469
H 0.5377 -5.5851 -0.6269 0.388
H -3.4814 -6.2751 8.5454 0.362
H 7.7157 0.3347 2.1883 0.473
H -3.0205 0.6186 6.6890 0.583
H -1.5732 -0.7919 -6.3851 0.419
H 8.0533 -2.4453 2.4656 0.318
H 2.8039 4.9591 2.3384 0.312
H 7.5841 -2.1285 -0.5554 0.130
H -4.9068 1.3030 5.3243 0.327
H 1.0623 -3.1881 -2.4510 -0.090
H 8.2429 1.2693 -4.1016 0.348
H 1.1633 3.6554 -5.2651 0.468
H -3.9291 -5.6998 6.9724 0.325
H -0.1948 -0.7734 6.5190 0.309
H 1.0351 3.4130 6.8379 0.384
H 4.4428 3.5036 -0.5629 0.353
H 5.3306 1.6719 2.8188 0.583
H 1.0753 8.2837 1.8051 0.160
H -3.0165 1.7559 2.9982 0.233
H -8.7969 -7.2456 -1.8761 0.372
H -3.6163 -6.6269 -3.0054 0.600
H 8.8812 -2.8744 0.3045 0.400
H -0.8480 7.1618 -2.8254 0.427
H -2.2341 -5.0465 -1.1340 0.499
H -5.1581 -5.9108 8.2540 0.379
H 4.4558 -2.3175 1.9824 0.422
H 2.6900 7.2082 3.5365 0.250
H 1.4664 -5.5854 -2.1051 0.303
H 1.1015 7.2576 -1.3458 0.490
H -0.1971 -1.6965 -6.8791 0.368
H -4.8080 -3.7169 -4.2252 0.441
H -8.7305 -5.9663 -0.6946 0.392
H 5.4838 -3.3776 -2.0191 0.374
H 0.6643 -3.4622 7.8535 0.449
H -1.0316 -1.4750 5.1345 0.308
H 1.2330 5.8220 -2.3262 0.347
H 6.4458 -1.0956 -4.9787 0.514
H -1.6939 4.2626 -0.3786 0.400
H 0.7554 5.7209 -0.6419 0.074
H 8.7324 -1.1528 0.4443 0.409
H 2.7062 0.5925 1.7751 0.110
H -2.7003 -8.4244 -4.7350 0.331
H -5.3940 1.0032 3.7024 0.407
H -3.1043 0.1714 3.7295 0.288
H 6.7842 -3.2745 1.4492 0.282
H 0.1082 3.2237 -3.9005 -0.181
H 3.6990 -0.2672 -1.9462 0.541
H -3.0594 3.1139 -4.2010 0.552
H -1.0460 3.1646 3.8912 0.011
H 3.2390 -2.1996 -3.8138 -0.415
H 3.3994 3.0614 0.7297 0.062
H -1.0522 1.2706 -4.8238 0.368
H -10.2238 -5.9692 -3.3929 0.339
H 4.0888 6.0400 -1.5036 0.478
```

Calculated values
Charge = +7
Spin multiplicity = 1
HOMO level = -21.722 eV

***

# 4
Here is an isolated molecule of C3H5ClN2S in a non-equilibrium geometry from the OMol25 dataset. Energies are from wB97M-V/def2-TZVPD.

Structure (XYZ):
```
12
Properties=species:S:1:pos:R:3:mulliken_charge:R:1
Cl 1.1087 0.2780 3.9636 -0.051
S -1.4915 -0.6872 0.6456 -0.158
N -0.2612 -0.5109 3.1093 -0.319
N 1.0327 0.1657 1.1849 -0.526
C -0.2460 -0.3371 1.7660 0.452
C -0.3181 -0.2997 -0.7810 -0.388
C 0.7303 0.5911 -0.1028 -0.512
H 1.6481 0.7955 -0.6933 0.342
H 0.1819 1.7273 -0.1026 0.187
H 0.1108 -1.1729 -1.3781 0.304
H -0.7986 0.4048 -1.4495 0.333
H -1.0744 -0.3095 3.6329 0.338
```

Calculated values
SMILES = ClNC1=NCCS1
Spin multiplicity = 1
HOMO level = -8.143 eV

***

- Among the records above, which one has the highest HOMO level?
  C3H5ClN2S